Record 1
Density functional theory data (ωB97M-V with the def2-TZVPD basis set) for a gas-phase ion, C4H4NS (charge +1).

Values from the calculation:
net charge: +1
Kohn-Sham gap (alpha / beta): 7.51 / 7.51 eV
structure (SMILES): C1=C[N+]2=C[C@@H]2S1

CARTESIAN COORDINATES (ANGSTROEM)
C 0.43006 1.09178 0.99433
C -0.74933 0.93515 0.30742
N -0.70184 -0.17547 -0.56968
C -0.52042 -1.48001 -0.50408
C 0.69254 -0.67664 -0.78806
S 1.61454 -0.15453 0.74931
H 0.73457 1.71628 1.80310
H -1.70260 1.52997 0.44259
H -1.09274 -2.35891 -0.75349
H 1.29524 -0.42762 -1.68143

---

Record 2
Density functional theory data (ωB97M-V with the def2-TZVPD basis set) for 4 unconnected molecules or ions with the total composition C3H14NO4.

Values from the calculation:
net charge: -1
Kohn-Sham gap: 9.02 eV

CARTESIAN COORDINATES (ANGSTROEM)
C -1.31859 1.10121 2.71129
N -0.33438 1.41120 1.66884
C -0.95513 1.90827 0.43992
C -0.73419 0.95288 -0.75418
O -0.84994 -0.39596 -0.31240
H -2.01044 1.94187 2.82318
H -0.77807 0.90521 3.62083
H -1.88500 0.20514 2.46410
H 0.07101 0.51502 1.43046
H -0.49115 2.87422 0.20390
H -2.02966 2.01121 0.56095
H 0.24218 1.07771 -1.21974
H -1.59744 1.12853 -1.40825
H 0.03104 -0.84277 -0.43188
H 2.23057 -1.34340 0.12489
O 1.63636 -1.24096 -0.62781
H 0.16971 -3.78234 -0.71461
H 1.33889 -2.62247 -0.84149
O 1.09419 -3.65554 -0.96757
H 2.04706 -0.47294 -2.16354
H 2.05756 -1.29102 -3.46086
O 2.06542 -0.38508 -3.14602

---

Record 3
Density functional theory data (ωB97M-V with the def2-TZVPD basis set) for C4H6N2O in the gas phase.

Values from the calculation:
Kohn-Sham gap: 9.39 eV
structure (SMILES): C=C1N=N[C@]1(C)O

CARTESIAN COORDINATES (ANGSTROEM)
C 2.07359 -0.02598 0.63947
C 1.11670 -0.00868 -0.27697
N 0.97421 -0.49409 -1.55180
N -0.30540 -0.48259 -1.59867
C -0.58125 0.19176 -0.37134
C -1.54580 -0.51225 0.53977
O -0.91347 1.54862 -0.49726
H 1.96257 0.52564 1.56490
H 2.99785 -0.56810 0.46614
H -2.57419 -0.37456 0.18969
H -1.48445 -0.09370 1.54798
H -1.33616 -1.58296 0.58917
H -0.38421 1.87690 -1.24109

---

Record 4
Density functional theory data (ωB97M-V with the def2-TZVPD basis set) for C4H9NO3 in the gas phase.

Values from the calculation:
Kohn-Sham gap: 10.31 eV
structure (SMILES): C[C@@H](O)CN(O)C=O

CARTESIAN COORDINATES (ANGSTROEM)
C 1.66577 -0.14434 0.55587
C 0.96625 -0.63377 -0.70211
O 1.19844 -1.99429 -0.93906
C -0.64053 -0.37174 -0.62594
N -0.96788 0.80076 0.13717
O -0.59410 2.02343 -0.43127
C -2.21988 0.71264 0.69606
O -2.72476 -0.28327 1.15791
H 1.07245 -0.43105 1.43011
H 2.66457 -0.56709 0.61539
H 1.75008 0.94294 0.58160
H 1.35009 -0.10898 -1.58135
H 0.96916 -2.49058 -0.14393
H -0.99686 -0.32243 -1.66023
H -1.04191 -1.23477 -0.09334
H 0.14934 2.37413 0.08976
H -2.60021 1.72842 0.91336

---

no.,DFT total energy (eV)
1,-16526.5978
2,-13019.1694
3,-9269.4422
4,-11924.5293